# 1
C16H41ClF4N3O13P4 | ωB97M-V/def2-TZVPD

The geometry in ORCA input format:
```
! RIJCOSX wB97M-V def2-TZVPD def2/J DEFGRID3
* xyz 1 1
C 5.68 1.10 0.08
C 5.58 -0.23 -0.68
C 6.51 -1.34 -0.16
Cl 8.02 -0.70 0.58
N 5.72 -2.20 0.75
C 5.21 -1.60 1.94
N 3.89 -1.34 2.03
N 6.02 -1.29 2.92
P 5.47 -0.41 4.39
C 7.12 0.08 4.97
O 5.13 -1.72 5.33
C 6.04 -3.60 0.86
F 5.67 -4.19 -0.29
F 5.27 -4.10 1.86
C 7.48 -4.08 1.14
F 7.96 -3.41 2.23
F 8.26 -3.84 0.09
H 6.54 1.68 -0.26
H 4.79 1.70 -0.12
H 5.71 0.96 1.16
H 4.56 -0.60 -0.65
H 5.84 -0.02 -1.72
H 6.82 -1.97 -0.99
H 3.41 -1.77 2.82
H 3.40 -1.58 1.18
H 6.99 -1.54 2.79
H 7.13 -0.14 6.05
H 7.19 1.17 4.85
H 7.97 -0.42 4.51
H 5.59 -2.53 5.07
H 7.46 -5.15 1.36
C -0.60 -0.74 -0.43
O 0.27 -0.11 -1.40
P 1.05 1.19 -0.95
O 1.88 1.05 0.26
O -0.04 2.33 -0.83
C -1.02 2.48 -1.87
O 1.83 1.52 -2.28
C 2.73 2.64 -2.22
H -1.42 -1.18 -0.99
H -0.05 -1.52 0.09
H -0.99 -0.02 0.28
H -1.95 2.01 -1.56
H -0.69 2.04 -2.81
H -1.19 3.55 -2.00
H 2.54 3.26 -1.35
H 2.59 3.24 -3.12
H 3.76 2.27 -2.19
C -6.79 0.11 -2.80
O -6.06 0.86 -3.80
P -5.27 2.13 -3.32
O -4.35 1.95 -2.19
O -6.35 3.24 -2.99
C -7.45 3.47 -3.89
O -4.62 2.56 -4.70
C -3.72 3.67 -4.70
H -7.66 -0.31 -3.29
H -6.17 -0.68 -2.40
H -7.11 0.76 -1.98
H -8.33 2.96 -3.51
H -7.22 3.11 -4.89
H -7.62 4.54 -3.92
H -3.81 4.26 -3.79
H -3.95 4.29 -5.56
H -2.70 3.30 -4.79
C -4.76 0.87 0.75
O -4.59 -0.49 1.23
P -5.87 -1.41 1.18
O -6.57 -1.52 -0.09
O -6.84 -0.89 2.33
C -6.32 -0.57 3.62
O -5.22 -2.74 1.74
C -6.04 -3.92 1.79
H -4.07 1.50 1.31
H -4.55 0.92 -0.31
H -5.78 1.22 0.92
H -6.18 0.51 3.70
H -5.37 -1.07 3.80
H -7.05 -0.90 4.36
H -7.10 -3.67 1.69
H -5.87 -4.40 2.75
H -5.76 -4.58 0.98
*
```

Computed properties:
Molecular weight = 718.9 g/mol
HOMO-LUMO gap = 8.17 eV
HOMO level = -11.9 eV
LUMO energy = -0.1367 Ha
Total energy = -108895.17477 eV

These are the Mulliken partial charges, in e, on atoms 1 to 5: -0.928, -0.472, 0.043, -0.112, 0.331

# 2
C10H24AuClI2N2P2 | ωB97M-V/def2-TZVPD

The geometry in ORCA input format:
```
! RIJCOSX wB97M-V def2-TZVPD def2/J DEFGRID3
* xyz 2 3
I 0.01 0.62 -3.11
I -0.01 3.75 -2.87
Au -0.02 0.91 -0.52
P -2.39 1.20 -0.29
C -3.39 1.11 -1.82
C -3.07 -0.04 0.84
H -4.13 0.15 1.04
H -3.83 2.91 0.68
H -2.49 0.01 1.77
H -2.14 2.96 1.29
H -3.18 0.16 -2.33
H -2.95 -1.04 0.40
C -2.77 2.83 0.40
H -4.46 1.18 -1.58
H -2.52 3.58 -0.35
H -3.09 1.95 -2.47
P 2.36 1.18 -0.26
C 3.35 1.07 -1.78
C 2.73 2.81 0.42
H 2.43 -0.02 1.81
H 4.08 0.18 1.12
H 2.96 -1.05 0.45
C 3.03 -0.05 0.89
H 2.08 2.96 1.29
H 3.79 2.88 0.72
H 4.42 1.12 -1.55
H 3.06 1.90 -2.44
H 2.50 3.55 -0.34
H 3.12 0.12 -2.29
Cl -0.03 1.20 1.92
C -0.06 -4.31 2.13
N 0.03 -3.43 0.97
C 0.16 -3.78 -0.36
C 0.21 -2.59 -1.07
N 0.07 -1.54 -0.17
C -0.02 -2.07 1.04
H -1.02 -4.17 2.64
H 0.05 -5.33 1.80
H 0.73 -4.07 2.86
H 0.19 -4.80 -0.72
H 0.33 -2.45 -2.13
H -0.12 -1.55 2.00
*
```

Computed properties:
Molecular weight = 720.5 g/mol
HOMO-LUMO gap (spin up / spin down) = 6.25 / 4.06 eV
HOMO level (spin up / spin down) = -14.7 / -14.7 eV
LUMO energy (spin up / spin down) = -0.3093 / -0.3896 Ha
Total energy = -64719.25774 eV

These are the Mulliken partial charges, in e, on atoms 1 to 5: -0.048, 0.332, 1.147, 0.350, -1.081

# 3
C4H9NO3 | ωB97M-V/def2-TZVPD

The geometry in ORCA input format:
```
! RIJCOSX wB97M-V def2-TZVPD def2/J DEFGRID3
* xyz 0 1
C 2.67 -0.07 -0.30
C 2.46 1.21 0.38
C -1.59 0.00 0.05
C -2.79 0.34 -0.94
H 1.77 -1.72 -0.50
H 3.28 1.88 -0.08
H 1.20 1.48 0.34
H 2.63 0.84 1.58
H -0.94 -1.59 1.69
H -2.46 -1.96 0.95
H -3.01 1.36 -0.48
H -3.52 -0.45 -0.72
H -2.62 0.31 -1.98
N -1.34 -1.28 0.47
O 3.71 -0.59 -0.59
O 1.50 -0.76 -0.19
O -0.96 1.00 0.31
*
```

Computed properties:
Molecular weight = 119.1 g/mol
HOMO-LUMO gap = 9.64 eV
HOMO level = -9.9 eV
LUMO energy = -0.0095 Ha
Total energy = -11922.19816 eV

These are the Mulliken partial charges, in e, on atoms 1 to 5: 0.514, -0.565, 0.528, -0.779, 0.312

# 4
C44H38BaF4N10S2Te | ωB97M-V/def2-TZVPD

The geometry in ORCA input format:
```
! RIJCOSX wB97M-V def2-TZVPD def2/J DEFGRID3
* xyz 0 1
Ba 0.23 -0.34 -0.68
C -0.42 -3.63 -3.10
C -0.38 -3.56 -1.58
C -1.56 -3.47 -0.83
C -2.91 -3.41 -1.52
C -1.51 -3.50 0.57
C -2.77 -3.53 1.40
C -0.27 -3.58 1.23
C -0.28 -3.62 2.74
C 0.91 -3.68 0.48
C 2.25 -3.94 1.14
C 0.86 -3.64 -0.92
C 2.14 -3.74 -1.73
H 0.42 -4.20 -3.49
H -0.37 -2.64 -3.56
H -1.33 -4.12 -3.45
H -3.40 -4.39 -1.52
H -2.82 -3.09 -2.55
H -3.58 -2.71 -1.01
H -2.69 -4.27 2.19
H -3.65 -3.78 0.81
H -2.93 -2.57 1.90
H -0.65 -4.59 3.10
H -0.95 -2.85 3.13
H 0.70 -3.46 3.18
H 2.80 -4.72 0.60
H 2.14 -4.27 2.16
H 2.89 -3.05 1.14
H 2.34 -4.77 -2.04
H 3.00 -3.40 -1.17
H 2.08 -3.14 -2.64
N -2.41 3.23 -2.22
C -1.88 2.27 -1.42
S -0.19 0.60 -3.34
N -1.23 2.74 -0.40
N -0.52 1.86 0.38
C -0.16 2.27 1.53
C 0.66 1.43 2.41
C 1.03 1.92 3.65
C 1.74 1.10 4.51
C 2.04 -0.19 4.11
C 1.64 -0.59 2.84
N 0.98 0.20 2.00
H -2.78 2.99 -3.12
H -2.08 4.17 -2.08
H -0.49 3.25 1.89
H 0.73 2.92 3.94
H 2.02 1.45 5.49
H 2.56 -0.88 4.76
H 1.87 -1.59 2.49
C -4.39 0.92 -2.43
Te -2.36 0.13 -2.38
C -2.95 -0.64 -4.33
C -4.20 0.07 -4.77
C -4.66 0.00 -6.09
C -5.80 0.68 -6.48
C -6.50 1.45 -5.55
C -6.05 1.53 -4.25
C -4.90 0.85 -3.84
H -4.43 1.92 -2.01
H -4.93 0.24 -1.76
H -3.10 -1.72 -4.24
H -2.11 -0.46 -4.99
H -4.11 -0.60 -6.81
H -6.15 0.61 -7.50
H -7.39 1.98 -5.85
H -6.59 2.14 -3.52
C -0.81 1.54 7.52
C -1.48 0.42 6.76
C -2.07 -0.65 7.43
C -2.63 -1.62 6.62
N -2.65 -1.55 5.30
C -2.07 -0.47 4.71
S -2.12 -0.35 3.00
N -1.47 0.51 5.44
H -1.17 1.61 8.54
H -0.97 2.49 7.01
H 0.27 1.36 7.56
H -2.08 -0.72 8.51
H -3.10 -2.49 7.06
F 4.00 1.00 1.26
C 5.32 1.02 1.18
C 6.02 1.53 2.21
F 5.37 1.98 3.27
C 7.48 1.63 2.19
C 8.10 1.23 0.93
C 7.40 0.74 -0.10
F 8.04 0.38 -1.20
C 5.96 0.53 -0.03
C 5.27 -0.09 -1.03
C 3.88 -0.45 -0.89
N 2.80 -0.79 -0.71
C 5.84 -0.50 -2.29
N 6.22 -0.83 -3.32
F 9.41 1.35 0.81
C 8.20 2.04 3.26
C 7.60 2.41 4.52
N 7.20 2.69 5.56
C 9.63 2.14 3.27
N 10.78 2.21 3.37
*
```

Computed properties:
Molecular weight = 1111.9 g/mol
HOMO-LUMO gap = 2.00 eV
HOMO level = -6.2 eV
LUMO energy = -0.1527 Ha
Total energy = -101668.32343 eV

These are the Mulliken partial charges, in e, on atoms 1 to 5: 1.633, -2.071, 0.749, 1.969, -2.296

# 5
C5H8N | ωB97M-V/def2-TZVPD

The geometry in ORCA input format:
```
! RIJCOSX wB97M-V def2-TZVPD def2/J DEFGRID3
* xyz 1 3
C 1.81 0.43 0.06
C 0.82 1.04 -0.67
C 0.37 -1.42 -0.21
C 0.89 -0.56 0.91
C -0.07 0.01 -0.14
N -2.11 0.62 0.15
H 2.86 0.40 -0.14
H 0.78 1.95 -1.27
H 1.05 -1.79 -1.00
H -0.37 -2.16 0.04
H 0.98 -0.88 1.90
H -1.92 1.14 0.98
H -2.79 -0.17 0.00
H -2.31 1.39 -0.62
*
```

Computed properties:
Molecular weight = 82.1 g/mol
HOMO-LUMO gap (spin up / spin down) = 6.57 / 7.23 eV
HOMO level (spin up / spin down) = -11.1 / -14.7 eV
LUMO energy (spin up / spin down) = -0.1659 / -0.2741 Ha
Total energy = -6789.74362 eV

These are the Mulliken partial charges, in e, on atoms 1 to 5: -0.355, -0.161, -0.497, -0.345, 0.371

# 6
C5H7OP | ωB97M-V/def2-TZVPD

The geometry in ORCA input format:
```
! RIJCOSX wB97M-V def2-TZVPD def2/J DEFGRID3
* xyz 0 1
C 0.85 -0.04 -0.19
C 1.87 -0.87 0.04
C -0.45 -0.72 -0.48
C -1.60 -0.26 0.43
C 0.97 1.47 0.05
O 2.73 -1.67 0.09
P -3.18 -1.30 0.22
H -0.66 -0.52 -1.52
H -0.33 -1.87 -0.50
H -1.60 -0.29 1.56
H -1.70 0.71 -0.08
H 1.72 1.87 -0.54
H 1.41 1.69 1.09
H -0.04 1.83 -0.17
*
```

Computed properties:
Molecular weight = 114.1 g/mol
HOMO-LUMO gap (spin up / spin down) = 7.10 / 7.00 eV
HOMO level (spin up / spin down) = -8.2 / -8.2 eV
LUMO energy (spin up / spin down) = -0.0415 / -0.0429 Ha
Total energy = -16630.14536 eV

These are the Mulliken partial charges, in e, on atoms 1 to 5: 0.296, 0.412, -0.741, -0.619, -1.152

# 7
C4H13N2O | ωB97M-V/def2-TZVPD

The geometry in ORCA input format:
```
! RIJCOSX wB97M-V def2-TZVPD def2/J DEFGRID3
* xyz 1 1
N 1.15 -1.14 0.93
C 0.71 -0.59 -0.41
C -0.76 -0.50 -0.64
C -1.90 -1.38 -0.15
O -1.72 2.04 0.96
C 1.21 0.87 -0.40
N 2.65 1.11 0.19
H 0.95 -2.15 1.04
H 0.39 -0.66 1.47
H -2.64 2.36 0.85
H 1.24 -0.98 -1.25
H -1.03 -0.22 -1.68
H -2.12 -1.40 0.94
H -1.86 -2.45 -0.38
H -2.78 -1.02 -0.71
H -1.47 1.46 0.25
H 1.04 1.34 -1.36
H 0.47 1.33 0.35
H 3.23 1.76 -0.34
H 3.22 0.25 0.33
*
```

Computed properties:
Molecular weight = 105.2 g/mol
HOMO-LUMO gap = 4.97 eV
HOMO level = -13.0 eV
LUMO energy = -0.2952 Ha
Total energy = -9375.24384 eV

These are the Mulliken partial charges, in e, on atoms 1 to 5: -0.619, 0.566, -0.297, -1.160, -0.578

# 8
C28H42F4O16S | ωB97M-V/def2-TZVPD

The geometry in ORCA input format:
```
! RIJCOSX wB97M-V def2-TZVPD def2/J DEFGRID3
* xyz 0 1
C -0.31 1.53 -0.88
C -0.33 1.52 -2.22
C -0.48 0.27 -3.03
C 0.80 -0.13 -3.76
O 2.05 0.46 -3.32
S 3.16 -0.20 -4.30
O 4.31 -0.66 -3.61
O 3.36 0.73 -5.36
O 2.33 -1.50 -4.76
C 1.08 -1.58 -4.07
C 1.08 -2.57 -2.91
C 1.87 -2.08 -1.71
C 1.91 -3.04 -0.53
C 2.75 -2.40 0.59
C 1.96 -1.36 1.41
C 2.69 -0.03 1.60
C 2.93 0.74 0.31
C 3.49 2.14 0.53
C 4.27 2.70 -0.67
C 5.79 2.62 -0.53
C 6.36 1.20 -0.77
H -0.14 2.45 -0.34
H -0.42 0.63 -0.30
H -0.25 2.45 -2.78
H -0.89 -0.54 -2.44
H -1.21 0.46 -3.82
H 0.69 0.30 -4.76
H 0.24 -1.87 -4.70
H 1.53 -3.49 -3.30
H 0.05 -2.82 -2.65
H 2.90 -1.90 -2.01
H 1.47 -1.13 -1.34
H 0.90 -3.18 -0.14
H 2.35 -4.00 -0.81
H 3.22 -3.15 1.22
H 3.56 -1.87 0.08
H 1.80 -1.78 2.40
H 0.97 -1.21 0.98
H 2.10 0.57 2.29
H 3.63 -0.24 2.13
H 3.58 0.14 -0.33
H 1.99 0.81 -0.23
H 2.64 2.80 0.68
H 4.08 2.21 1.45
H 3.97 3.73 -0.85
H 3.99 2.13 -1.56
H 6.22 3.26 -1.30
H 6.13 3.02 0.42
H 7.14 0.95 -0.06
H 6.75 1.15 -1.78
H 5.59 0.44 -0.69
C -4.59 2.62 -3.20
C -5.46 2.53 -1.97
O -4.52 2.57 -0.92
C -3.43 3.28 -1.38
O -2.58 3.71 -0.69
O -3.48 3.40 -2.73
F -6.13 1.35 -1.92
H -4.23 1.63 -3.51
H -5.07 3.11 -4.04
H -6.17 3.35 -1.85
C 3.78 -6.34 4.74
C 3.04 -5.11 4.26
O 3.07 -5.27 2.86
C 3.12 -6.61 2.60
O 2.91 -7.10 1.55
O 3.46 -7.29 3.72
F 3.68 -3.97 4.60
H 4.85 -6.17 4.77
H 3.44 -6.69 5.72
H 2.00 -5.05 4.60
C -4.49 0.19 0.94
C -4.57 0.70 2.36
O -3.33 0.29 2.90
C -2.44 0.24 1.87
O -1.26 0.20 1.99
O -3.09 0.26 0.68
F -5.58 0.12 3.06
H -4.83 -0.84 0.87
H -5.05 0.80 0.23
H -4.66 1.79 2.45
C -7.89 2.52 3.53
C -6.75 3.47 3.27
O -6.51 3.28 1.89
C -7.69 2.90 1.32
O -7.91 2.90 0.16
O -8.57 2.52 2.27
F -5.64 3.13 3.97
H -7.54 1.51 3.75
H -8.55 2.84 4.33
H -6.98 4.52 3.46
*
```

Computed properties:
Molecular weight = 742.7 g/mol
HOMO-LUMO gap = 9.85 eV
HOMO level = -9.5 eV
LUMO energy = 0.0125 Ha
Total energy = -84181.55226 eV

These are the Mulliken partial charges, in e, on atoms 1 to 5: -1.086, 0.326, -1.320, -0.241, -0.128

The highest molecular weight belongs to which entry?
C44H38BaF4N10S2Te

What is the formula in the first record?
C16H41ClF4N3O13P4

total energy of number 5 (C5H8N)?
-6789.74362 eV

Among the records above, which one has the highest total energy?
C5H8N